DFT (the ωB97M-V functional and the def2-TZVPD basis) results for 2 unconnected molecules or ions with the total composition C4H9O2.

- Charge: -1
- M: 89.11 g/mol
- Relative energy (zero: lowest compared OMol25 entry of this formula, charge and spin): 56.3 kcal per mole
- Kohn-Sham gap: 0.2759 Eh

Geometry as XYZ:
```
15
Properties=species:S:1:pos:R:3:mulliken_charge:R:1
C 0.74 -0.57 1.00 -0.4169
O -0.56 -0.79 0.69 -0.8927
C 1.12 0.90 0.96 -0.0013
C 1.98 1.47 1.81 -0.8029
H 1.47 -1.09 0.31 0.1499
H 1.03 -0.93 2.01 0.2338
H -1.20 -0.09 -0.51 0.4150
H 0.59 1.46 0.20 0.2821
H 2.19 2.52 1.70 0.2528
H 2.43 0.86 2.59 0.2707
C -1.97 -0.78 -2.18 -0.5742
O -1.60 0.30 -1.38 -0.5612
H -2.25 -0.42 -3.17 0.2095
H -1.15 -1.51 -2.25 0.2175
H -2.83 -1.33 -1.77 0.2180
```


DFT (the ωB97M-V functional and the def2-TZVPD basis) results for C5H12N2O in the gas phase.

- M: 116.16 g/mol
- Relative energy (zero: lowest compared OMol25 entry of this formula, charge and spin): 77.5 kcal per mole
- Kohn-Sham gap: 0.3544 Eh
- Structure (SMILES): NCNCCCC=O

Geometry as XYZ:
```
20
Properties=species:S:1:pos:R:3:mulliken_charge:R:1
N -0.43 3.28 0.08 -0.5133
C -0.32 2.70 -1.34 -0.3967
N -0.71 1.28 -1.24 -0.3898
C 0.27 0.28 -0.74 -0.5038
C -0.40 -1.10 -0.58 -0.5988
C -0.30 -1.64 0.88 -0.4406
C 0.88 -2.63 1.04 0.0145
O 1.34 -2.99 2.10 -0.4651
H 0.27 3.81 0.36 0.1740
H -1.31 3.84 0.38 0.1914
H 0.69 2.81 -1.80 0.3397
H -1.12 3.13 -1.98 0.2644
H -1.67 1.20 -0.75 0.2421
H 0.51 0.59 0.39 0.2594
H 1.14 0.21 -1.39 0.2792
H 0.04 -1.76 -1.25 0.3496
H -1.55 -0.96 -0.85 0.3006
H -0.52 -0.91 1.67 0.3676
H -1.17 -2.36 0.94 0.2806
H 1.15 -3.22 0.10 0.2451
```


DFT (the ωB97M-V functional and the def2-TZVPD basis) results for C2H4N2OS2 in the gas phase.

- M: 136.20 g/mol
- Relative energy (zero: lowest compared OMol25 entry of this formula, charge and spin): 47.6 kcal per mole
- Kohn-Sham gap: 0.3310 Eh
- Structure (SMILES): O=CSN/C=N/S

Geometry as XYZ:
```
11
Properties=species:S:1:pos:R:3:mulliken_charge:R:1
O -0.31 -1.63 0.99 -0.4469
C -1.52 -1.40 0.86 0.1541
S -2.16 0.21 0.49 0.0066
N -0.67 1.10 0.42 -0.3107
C 0.17 0.60 -0.54 0.0454
N 1.44 0.65 -0.41 -0.4551
S 2.55 0.59 -1.72 -0.1276
H -2.37 -2.16 0.79 0.2790
H -0.24 0.89 1.41 0.3398
H -0.36 0.46 -1.50 0.3537
H 3.48 0.67 -0.80 0.1617
```


DFT (the ωB97M-V functional and the def2-TZVPD basis) results for C2H2FNP2 in the gas phase.

- M: 120.99 g/mol
- Relative energy (zero: lowest compared OMol25 entry of this formula, charge and spin): 0.0 kcal per mole
- Kohn-Sham gap: 0.3058 Eh
- Structure (SMILES): [H]/P=N/P(F)C#C

Geometry as XYZ:
```
8
Properties=species:S:1:pos:R:3:mulliken_charge:R:1
H 0.55 3.04 0.80 0.0610
P 0.90 2.05 -0.43 0.0610
N 1.84 1.09 0.32 -0.1711
P 2.50 -0.38 -0.40 0.0989
F 2.98 -1.10 0.92 -0.2229
C 1.01 -1.25 -0.69 -0.5647
C -0.12 -1.67 -0.69 0.3677
H -0.97 -2.34 -0.67 0.3700
```


DFT (the ωB97M-V functional and the def2-TZVPD basis) results for 6 unconnected molecules or ions with the total composition C27H53N2O13P.

- M: 644.70 g/mol
- Kohn-Sham gap: 0.3143 Eh
- Structure (SMILES): CC(=O)N(C)P(CCCO)OC#N.CCOC(C)=O.CCOC(C)=O.CCOC(C)=O.CCOC(C)=O.CCOC(C)=O

Geometry as XYZ:
```
96
Properties=species:S:1:pos:R:3:mulliken_charge:R:1
C -0.99 1.27 -7.98 -1.0473
C -1.53 0.78 -6.62 0.5708
O -1.79 1.53 -5.75 -0.4944
N -1.70 -0.67 -6.49 0.0953
C -3.07 -0.93 -7.08 -1.0808
P -1.77 -0.92 -4.73 -0.2128
C -0.01 -0.90 -4.12 -0.4699
C 1.00 -1.70 -5.00 -0.2836
C 2.03 -2.37 -4.04 -0.3592
O 3.09 -2.96 -4.78 -0.5547
O -2.43 -2.50 -4.41 -0.3625
C -1.98 -3.42 -5.25 0.5306
N -1.66 -4.00 -6.16 -0.4440
H -0.63 2.30 -7.91 0.3416
H -1.76 1.13 -8.75 0.2875
H -0.16 0.58 -8.23 0.2999
H -3.84 -1.12 -6.31 0.3431
H -2.96 -1.84 -7.70 0.3130
H -3.34 -0.10 -7.75 0.4412
H 0.00 -1.26 -3.08 0.5071
H 0.32 0.16 -4.10 0.3369
H 0.56 -2.52 -5.59 0.2112
H 1.59 -1.07 -5.68 0.2506
H 1.54 -3.14 -3.40 0.4265
H 2.41 -1.56 -3.39 0.0539
H 3.46 -3.72 -4.31 0.3219
C -2.77 0.73 0.69 -0.5486
C -1.44 0.06 0.96 -0.4828
O -0.69 -0.13 -0.25 -0.3954
C 0.12 0.80 -0.78 0.8888
C 0.04 2.22 -0.28 -1.1509
O 0.84 0.49 -1.70 -0.6090
H -2.63 1.74 0.28 0.2222
H -3.34 0.82 1.61 -0.0062
H -3.34 0.16 -0.04 0.3409
H -0.85 0.60 1.71 0.3760
H -1.61 -0.93 1.37 0.3518
H -0.68 2.77 -0.89 0.2488
H 1.02 2.67 -0.40 0.3410
H -0.23 2.30 0.77 0.3937
C 6.64 -1.83 -1.90 -0.9880
C 6.57 -0.52 -1.13 -0.0925
O 6.84 0.60 -1.98 -0.3843
C 5.90 1.22 -2.72 0.4450
C 4.57 0.55 -2.93 -0.7219
O 6.17 2.26 -3.27 -0.5925
H 5.89 -1.87 -2.69 0.1794
H 6.50 -2.67 -1.23 0.3754
H 7.62 -1.92 -2.38 0.3147
H 5.62 -0.40 -0.61 0.3309
H 7.34 -0.51 -0.36 0.1618
H 4.61 -0.06 -3.83 0.2907
H 3.81 1.32 -3.06 0.4180
H 4.25 -0.06 -2.09 0.2678
C -6.34 4.22 5.07 -0.9557
C -5.97 3.75 3.68 -0.3826
O -4.64 3.22 3.64 -0.3792
C -4.34 1.94 3.93 0.6919
C -5.36 1.07 4.62 -0.8942
O -3.22 1.53 3.71 -0.5981
H -6.34 3.39 5.78 0.2604
H -7.33 4.67 5.07 0.3577
H -5.61 4.95 5.42 0.2967
H -6.69 3.03 3.28 0.3784
H -5.97 4.60 2.99 0.3241
H -5.23 1.16 5.70 0.3143
H -5.20 0.05 4.32 0.1574
H -6.39 1.31 4.36 0.4236
C -7.70 -5.04 5.22 -0.9673
C -6.55 -4.21 4.69 -0.3982
O -6.90 -2.82 4.64 -0.3695
C -6.77 -1.97 5.67 0.8330
C -6.53 -2.53 7.05 -1.0949
O -6.92 -0.79 5.49 -0.5376
H -7.96 -4.77 6.24 0.2709
H -7.44 -6.10 5.20 0.3546
H -8.59 -4.88 4.61 0.3039
H -5.63 -4.36 5.26 0.3491
H -6.33 -4.50 3.66 0.3118
H -7.50 -2.68 7.54 0.2720
H -5.96 -1.80 7.62 0.3048
H -5.96 -3.45 7.06 0.3763
C 9.11 3.50 1.45 -1.0493
C 7.93 2.57 1.59 -0.3334
O 8.34 1.20 1.60 -0.3259
C 8.73 0.53 2.70 0.8073
C 9.04 1.31 3.96 -1.0683
O 8.89 -0.66 2.65 -0.5593
H 9.79 3.41 2.30 0.2828
H 8.78 4.54 1.38 0.3718
H 9.69 3.25 0.56 0.3051
H 7.31 2.80 2.46 0.3584
H 7.28 2.67 0.71 0.3096
H 10.10 1.56 3.97 0.2600
H 8.81 0.68 4.82 0.3094
H 8.44 2.21 4.07 0.3317
```


DFT (the ωB97M-V functional and the def2-TZVPD basis) results for a molecular structure, C32H38Br61F5N3O4PS.

- M: 5560.85 g/mol
- Kohn-Sham gap: 0.2990 Eh

Geometry as XYZ:
```
145
Properties=species:S:1:pos:R:3:mulliken_charge:R:1
C -2.59 2.56 -1.90 -0.9928
C -2.38 2.19 -0.66 0.2318
C -1.86 1.76 0.79 0.5153
C -0.58 0.76 0.77 0.2348
N -0.15 0.65 2.22 -0.0938
C 0.60 1.53 0.00 -0.5310
C 0.71 1.33 -1.59 -0.3471
N 1.68 0.26 -2.02 -0.1817
C -0.90 -0.75 0.29 -1.1573
O -1.45 -0.90 -1.03 0.3815
C -2.65 -1.69 -1.10 -0.4490
C -2.55 -3.22 -0.57 -0.1430
C -2.06 -4.26 -1.74 0.1113
O -2.33 -5.52 -1.64 -0.5305
Br -1.07 -3.71 -3.37 0.0271
P -4.22 -0.89 -0.33 0.5263
N -4.88 0.22 -1.32 -0.7481
S 0.55 -1.95 0.54 0.9523
O 1.90 -1.28 0.59 -0.4142
O 0.63 -2.98 -0.59 -0.5518
C 0.39 -2.91 2.17 0.4672
F -0.15 -4.24 1.96 -0.2258
F -0.32 -2.18 3.18 -0.1871
C 1.90 -3.17 2.77 0.3566
F 2.77 -3.81 1.83 -0.1820
F 2.46 -2.02 3.40 -0.1014
F 1.71 -4.15 3.84 -0.2570
H -2.99 2.69 -2.98 0.3542
H -2.71 1.39 1.48 0.2142
H -1.47 2.74 1.29 -0.4020
H -0.38 1.52 2.72 0.0274
H 0.85 0.40 2.30 0.0988
H 0.46 2.67 0.20 0.3037
H 1.64 1.28 0.49 0.2395
H -0.29 1.12 -2.12 0.0444
H 1.11 2.33 -2.03 0.2563
H 1.49 -0.06 -2.99 0.1800
H 2.66 0.56 -1.89 -0.0976
H -1.71 -1.14 1.04 0.8256
H -2.91 -1.78 -2.24 0.2978
H -3.64 -3.55 -0.34 0.5635
H -1.97 -3.35 0.41 0.0591
H -3.90 -0.38 0.97 0.0447
H -5.20 -1.95 -0.17 0.1022
H -4.28 0.30 -2.16 0.1880
C -0.39 -8.42 -0.32 -0.4558
Br -0.33 -6.68 0.53 0.1186
Br -1.35 -8.37 -2.01 0.0000
Br 1.39 -9.19 -0.52 -0.0582
H -0.95 -9.08 0.34 0.4096
C -1.17 5.90 2.83 0.4275
Br -0.20 4.33 3.44 0.0930
Br 0.03 7.35 2.35 0.1113
Br -2.40 5.48 1.38 -0.0193
H -1.77 6.25 3.67 -0.5600
C -2.60 -1.08 -6.30 -0.5397
Br -4.11 -2.30 -6.31 0.1321
Br -2.72 0.22 -4.87 0.0295
Br -0.90 -2.03 -6.27 -0.0445
H -2.63 -0.53 -7.24 0.4035
C -0.14 -0.25 6.17 0.5555
Br -1.99 0.07 6.66 -0.0562
Br 0.75 1.38 5.60 0.0428
Br 0.84 -1.14 7.60 -0.0378
H -0.14 -0.93 5.32 -0.4862
C 1.71 -7.61 -5.00 0.0027
Br 3.15 -7.18 -3.78 -0.0570
Br 0.79 -6.01 -5.62 0.0616
Br 2.32 -8.71 -6.48 -0.0256
H 0.98 -8.20 -4.45 -0.0058
C 2.59 1.38 10.86 -0.2996
Br 2.17 2.39 9.25 -0.0475
Br 3.45 2.50 12.20 0.0523
Br 1.03 0.48 11.57 -0.0546
H 3.31 0.61 10.58 0.3429
C -5.47 -5.46 -8.82 0.7482
Br -3.57 -5.81 -8.69 0.2117
Br -6.37 -6.79 -9.92 -0.0230
Br -6.30 -5.29 -7.08 -0.1082
H -5.59 -4.50 -9.33 -0.7266
C 4.95 1.49 5.18 -0.5493
Br 6.85 1.13 5.34 -0.0111
Br 4.05 0.14 4.11 0.2245
Br 4.11 1.70 6.92 0.0685
H 4.85 2.44 4.66 0.4156
C 2.11 -6.68 -10.25 -0.2700
Br 2.04 -8.45 -11.06 -0.0322
Br 2.98 -5.39 -11.40 -0.0439
Br 0.36 -6.08 -9.68 0.0549
H 2.72 -6.77 -9.35 0.2713
C -7.53 -1.83 -9.55 -0.3844
Br -8.87 -3.11 -8.98 -0.0039
Br -6.81 -0.82 -8.05 -0.0013
Br -6.13 -2.66 -10.60 -0.0525
H -8.03 -1.11 -10.20 0.3628
C -0.85 7.36 -2.45 -0.5131
Br 0.13 7.95 -0.88 0.0940
Br -1.41 5.50 -2.29 0.0976
Br -2.35 8.53 -2.85 0.0022
H -0.17 7.42 -3.29 0.3575
C 6.25 0.33 0.38 -0.3518
Br 6.64 -1.37 1.24 -0.0338
Br 4.70 0.20 -0.78 0.0526
Br 6.06 1.77 1.67 -0.0305
H 7.10 0.57 -0.25 0.3749
C 6.56 2.93 9.58 0.3142
Br 6.25 4.29 10.93 -0.0414
Br 7.87 3.51 8.27 0.0180
Br 7.03 1.22 10.36 -0.0267
H 5.62 2.79 9.05 -0.2788
C 3.99 8.64 1.47 -0.2854
Br 4.98 9.23 3.04 -0.0242
Br 3.44 6.78 1.63 0.0049
Br 2.50 9.81 1.08 -0.0819
H 4.68 8.70 0.63 0.3551
C -2.31 7.83 6.58 -0.3844
Br -1.34 6.26 7.18 0.0249
Br -1.11 9.27 6.10 0.0003
Br -3.54 7.41 5.14 -0.0434
H -2.91 8.18 7.42 0.3575
C -1.85 -8.97 -6.27 0.2554
Br -1.01 -10.23 -5.04 -0.0935
Br -1.62 -9.50 -8.12 -0.0285
Br -3.71 -8.67 -5.83 -0.0230
H -1.33 -8.02 -6.14 -0.1415
C -3.79 -5.65 -12.76 0.3681
Br -2.80 -7.21 -12.15 0.0096
Br -2.60 -4.18 -13.21 -0.0294
Br -4.99 -6.08 -14.22 -0.0276
H -4.41 -5.32 -11.93 -0.3656
C 10.67 6.46 7.02 -0.3045
Br 10.59 4.69 6.24 -0.0529
Br 11.55 7.73 5.85 -0.0467
Br 8.91 7.09 7.57 -0.0228
H 11.27 6.39 7.93 0.3873
C 1.21 3.32 15.85 -0.3360
Br 2.18 1.77 16.50 -0.0070
Br 2.40 4.77 15.38 -0.0254
Br 0.01 2.86 14.39 -0.0004
H 0.58 3.67 16.67 0.3438
C -6.50 7.36 -4.35 -0.3464
Br -5.74 5.58 -4.23 0.0340
Br -6.66 8.20 -2.61 -0.0130
Br -5.52 8.47 -5.60 -0.0206
H -7.51 7.25 -4.75 0.3322
```


DFT (the ωB97M-V functional and the def2-TZVPD basis) results for CH2S2 in the gas phase.

- M: 78.16 g/mol
- Relative energy (zero: lowest compared OMol25 entry of this formula, charge and spin): 16.6 kcal per mole
- Kohn-Sham gap: 0.3115 Eh
- Structure (SMILES): S=CS

Geometry as XYZ:
```
5
Properties=species:S:1:pos:R:3:mulliken_charge:R:1
S -0.40 -0.57 1.96 -0.2096
C 0.17 -0.23 0.48 -0.1287
S -0.91 0.09 -0.82 -0.1386
H 1.23 -0.28 0.25 0.3190
H -0.08 0.99 -1.86 0.1580
```


DFT (the ωB97M-V functional and the def2-TZVPD basis) results for 3 unconnected molecules or ions with the total composition C19H44B3BrN2O5.

- M: 492.91 g/mol
- Kohn-Sham gap: 0.2957 Eh
- Structure (SMILES): CC(=O)OCCB1OBOB(CCCBr)O1.CCN(CC)CC.CCN(CC)CC

Geometry as XYZ:
```
74
Properties=species:S:1:pos:R:3:mulliken_charge:R:1
C -2.80 4.56 0.37 -0.5986
C -4.11 3.70 0.05 0.6663
O -4.92 3.53 0.97 -0.5207
O -4.27 3.25 -1.28 -0.3914
C -4.03 1.82 -1.38 0.1110
C -2.60 1.56 -2.07 -0.4492
B -1.59 0.70 -1.14 -0.1679
O -0.15 0.74 -1.37 -0.0340
B 0.35 1.38 -0.17 0.4853
O 0.06 0.68 1.07 -0.5046
B -1.39 0.54 1.12 0.5195
C -2.14 1.17 2.41 -0.2918
C -3.68 0.78 2.57 -0.4529
C -3.97 -0.78 2.75 -0.4601
Br -4.73 -1.62 1.10 -0.1848
O -2.01 -0.10 0.00 -0.3064
H -2.75 5.51 -0.25 0.3322
H -2.78 4.81 1.48 0.3103
H -1.91 3.88 0.17 -0.0365
H -4.81 1.38 -2.09 0.2809
H -4.15 1.27 -0.40 -0.1510
H -2.11 2.59 -2.22 0.2262
H -2.75 0.99 -3.05 0.2734
H 0.97 2.40 -0.18 -0.1229
H -1.55 0.93 3.36 0.2517
H -2.09 2.31 2.29 0.1126
H -4.36 1.16 1.75 0.1386
H -4.04 1.29 3.54 0.4409
H -4.80 -0.87 3.54 0.4038
H -3.09 -1.37 3.18 0.0475
C 2.16 -4.35 5.99 -1.4400
C 1.91 -3.68 4.64 -0.2713
N 0.51 -3.30 4.42 0.1740
C 0.25 -2.90 3.04 -1.0327
C 0.93 -1.64 2.52 -0.4131
C -0.10 -2.46 5.44 -0.5858
C 0.55 -1.11 5.73 -0.7768
H 1.53 -5.23 6.12 0.3290
H 3.20 -4.66 6.06 0.4350
H 1.97 -3.67 6.83 0.2972
H 2.20 -4.40 3.87 0.4360
H 2.58 -2.82 4.55 0.2488
H -0.84 -2.80 2.90 0.3377
H 0.53 -3.74 2.39 0.3849
H 0.47 -0.74 2.90 -0.0294
H 0.84 -1.60 1.43 0.2512
H 2.00 -1.62 2.76 0.4000
H -0.13 -3.03 6.37 0.3644
H -1.15 -2.30 5.19 0.2324
H 1.64 -1.17 5.77 0.2377
H 0.21 -0.73 6.69 0.3976
H 0.28 -0.36 4.98 0.0734
C 3.57 -0.07 -7.62 -1.4342
C 3.05 -0.51 -6.25 -0.2446
N 3.54 0.29 -5.14 0.1504
C 3.24 -0.29 -3.83 -1.0404
C 1.77 -0.40 -3.43 -0.4376
C 3.33 1.73 -5.24 -0.7065
C 1.89 2.23 -5.38 -0.7808
H 4.66 -0.08 -7.64 0.3277
H 3.21 -0.76 -8.39 0.4322
H 3.22 0.93 -7.89 0.2948
H 3.37 -1.55 -6.10 0.4232
H 1.95 -0.53 -6.29 0.2183
H 3.77 0.27 -3.06 0.3661
H 3.67 -1.30 -3.81 0.3780
H 1.36 0.56 -3.13 0.0553
H 1.68 -1.06 -2.56 0.3648
H 1.14 -0.82 -4.22 0.2342
H 3.90 2.10 -6.10 0.3667
H 3.79 2.23 -4.38 0.3147
H 1.30 1.63 -6.08 0.2216
H 1.89 3.26 -5.76 0.3867
H 1.37 2.25 -4.42 0.1320
```


Look up the M of the fifth one.
644.70 g/mol


Which of these has the highest M?
C32H38Br61F5N3O4PS